Molecular formula: C4H9N3S
Method: DFT, wB97M-V/def2-TZVPD

Each line ends with the natural charge from an NBO analysis.
Positions of all 17 atoms, in Å:
H  0.678889  1.260747  1.345919  0.3490
N  -0.274878  1.280480  1.821187  -0.7555
C  -1.044551  0.379981  1.382340  0.5738
N  -2.355339  0.249918  1.809601  -0.8429
N  -0.719230  -0.649230  0.445691  -0.6536
C  0.560592  -0.689307  -0.174428  -0.0583
C  0.629781  -0.947634  -1.645072  -0.4158
C  0.946392  0.425153  -1.145894  -0.3585
S  2.671395  0.981295  -1.077399  -0.0219
H  -2.682455  -0.699858  2.106922  0.3854
H  -2.478950  0.908807  2.556727  0.3932
H  -1.580104  -0.993887  -0.029902  0.3966
H  1.339276  -1.089996  0.426273  0.2152
H  -0.281162  -1.072049  -2.217782  0.2220
H  1.428326  -1.600898  -1.980944  0.2309
H  0.261130  1.172950  -1.277119  0.2260
H  2.900886  1.083529  -2.346119  0.1143

Atoms 1-2, force components in eV/Å:
H -1.777 0.037 0.719
N 1.688 0.347 -0.535

Computed properties:
Kohn-Sham gap, eV: 10.02
SMILES string: [H]/N=C(/N)N[C@H]1C[C@@H]1S
E, eV: -19598.6716
Strongest force on any atom, eV/Å: 3.04
HOMO, eV: -9.13
Spin multiplicity: 1